This record from OMol25 describes a molecular structure, C2H12BeF6NO10S2 in a non-equilibrium geometry. The level of theory is wB97M-V/def2-TZVPD.

As for the spin multiplicity: 2. The calculation puts the total energy at -2300.70350 Ha. The HOMO energy (spin up / spin down) is -5.76 / -9.56 eV. The expectation value of S² is 0.751. As for the energy above the lowest of the compared OMol25 structures with the same formula, charge and spin: 3.5 kcal per mole. Its largest force on an atom is 7.1 eV Å⁻¹.

Last column: natural (NBO) charge in e.
CARTESIAN COORDINATES (ANGSTROEM)
Be (-1.16, -0.40, 0.13)  0.923
C (3.10, 1.05, 2.01)  0.777
F (3.70, 2.16, 2.29)  -0.271
F (3.90, 0.19, 1.23)  -0.308
F (2.59, 0.51, 3.18)  -0.332
S (1.52, 1.52, 1.04)  2.100
O (0.38, 1.53, 1.94)  -0.952
O (1.77, 2.84, 0.50)  -0.893
N (1.24, 0.23, -0.06)  -1.169
S (2.08, 0.81, -1.24)  2.143
O (1.26, 1.50, -2.20)  -0.950
O (3.51, 1.24, -1.02)  -0.891
C (2.12, -0.86, -2.20)  0.737
F (2.22, -0.60, -3.55)  -0.326
F (3.11, -1.67, -1.75)  -0.323
F (0.94, -1.37, -1.92)  -0.323
O (-3.68, -1.11, -0.15)  -0.942
H (-4.12, -1.49, -0.92)  0.474
H (-4.17, -1.46, 0.59)  0.476
O (-0.93, -2.91, -0.64)  -0.946
H (-0.20, -3.50, -0.45)  0.477
H (-1.37, -3.30, -1.39)  0.477
O (-1.73, -0.05, -2.37)  -0.949
H (-2.00, 0.83, -2.65)  0.476
H (-1.34, -0.44, -3.15)  0.483
O (-2.59, 0.56, 2.10)  -0.945
H (-2.83, 0.25, 2.97)  0.480
H (-2.81, 1.49, 2.11)  0.474
O (-0.22, -1.41, 2.28)  -0.954
H (0.20, -2.27, 2.25)  0.475
H (0.24, -0.94, 2.97)  0.492
O (-1.45, 2.00, -0.56)  -0.954
H (-1.41, 2.45, -1.40)  0.484
H (-1.87, 2.63, 0.03)  0.479

---

This record from OMol25 describes C4H5F3S in the gas phase. The level of theory is wB97M-V/def2-TZVPD.

Its structure (SMILES) is F[C@H]1[C@@H](F)[C@@H](S)[C@H]1F. As for the spin multiplicity: 1. The calculation puts the total energy at -853.15992 Ha. The HOMO energy is -9.47 eV. As for the energy above the lowest of the compared OMol25 structures with the same formula, charge and spin: 5.2 kcal per mole. Its largest force on an atom is 0.5 eV Å⁻¹.

Last column: natural (NBO) charge in e.
CARTESIAN COORDINATES (ANGSTROEM)
C (0.24, -0.86, 0.37)  -0.425
C (0.82, 0.06, -0.74)  0.177
C (0.32, 1.26, 0.11)  0.148
C (-0.66, 0.31, 0.82)  0.173
H (-1.34, -1.90, -0.98)  0.151
H (1.01, -1.04, 1.12)  0.244
H (1.88, -0.02, -0.98)  0.174
H (1.09, 1.60, 0.80)  0.170
H (-0.86, 0.45, 1.87)  0.174
F (0.08, -0.03, -1.89)  -0.338
F (-0.21, 2.32, -0.56)  -0.320
F (-1.87, 0.29, 0.15)  -0.341
S (-0.50, -2.42, -0.08)  0.014

---

This record from OMol25 describes C25H24N4O7 in the gas phase. The level of theory is wB97M-V/def2-TZVPD.

Its structure (SMILES) is COc1ccc(OC)c(NC(=O)Cn2c(=O)n(CC(=O)NCc3ccco3)c(=O)c3ccccc32)c1. As for the spin multiplicity: 1. The calculation puts the total energy at -1712.85369 Ha. The HOMO energy is -7.91 eV. Its largest force on an atom is 1.0 eV Å⁻¹.

Last column: natural (NBO) charge in e.
CARTESIAN COORDINATES (ANGSTROEM)
C (-4.96, 2.53, 3.10)  -0.254
H (-4.11, 3.05, 3.54)  0.176
O (-4.78, 1.13, 3.14)  -0.510
C (-3.74, 0.60, 2.44)  0.371
C (-2.83, 1.34, 1.70)  -0.361
C (-1.81, 0.69, 1.02)  0.193
C (-1.68, -0.71, 1.06)  0.239
C (-2.59, -1.43, 1.82)  -0.259
C (-3.60, -0.79, 2.50)  -0.281
H (-4.31, -1.35, 3.09)  0.224
H (-2.52, -2.51, 1.88)  0.223
O (-0.65, -1.24, 0.32)  -0.537
C (-0.55, -2.64, 0.25)  -0.253
H (-1.47, -3.09, -0.14)  0.180
H (0.27, -2.85, -0.44)  0.206
H (-0.31, -3.07, 1.23)  0.186
N (-0.86, 1.38, 0.25)  -0.636
C (-1.05, 2.51, -0.47)  0.674
O (-1.97, 3.29, -0.33)  -0.603
C (0.05, 2.74, -1.52)  -0.319
N (0.57, 1.49, -2.03)  -0.456
C (1.92, 1.25, -1.85)  0.801
O (2.68, 2.12, -1.50)  -0.598
N (2.34, -0.05, -2.06)  -0.457
C (1.52, -1.12, -2.36)  0.693
O (1.93, -2.27, -2.28)  -0.630
C (0.16, -0.77, -2.74)  -0.230
C (-0.70, -1.75, -3.23)  -0.124
C (-2.00, -1.44, -3.56)  -0.242
C (-2.45, -0.13, -3.38)  -0.150
C (-1.62, 0.85, -2.88)  -0.279
C (-0.30, 0.55, -2.56)  0.292
H (-2.00, 1.85, -2.75)  0.234
H (-3.47, 0.12, -3.63)  0.223
H (-2.66, -2.19, -3.94)  0.222
H (-0.31, -2.75, -3.35)  0.238
C (3.76, -0.31, -1.84)  -0.319
H (4.33, 0.56, -2.17)  0.260
H (4.03, -1.20, -2.42)  0.246
C (4.09, -0.56, -0.36)  0.672
O (4.98, 0.03, 0.22)  -0.600
N (3.32, -1.50, 0.21)  -0.624
H (2.68, -2.04, -0.36)  0.418
C (3.40, -1.81, 1.62)  -0.273
C (2.18, -1.37, 2.36)  0.265
C (1.35, -2.04, 3.22)  -0.317
C (0.39, -1.09, 3.65)  -0.320
C (0.70, 0.07, 3.03)  0.097
O (1.78, -0.09, 2.24)  -0.404
H (0.25, 1.04, 3.05)  0.208
H (-0.43, -1.26, 4.33)  0.233
H (1.42, -3.06, 3.51)  0.226
H (3.55, -2.88, 1.77)  0.213
H (4.28, -1.27, 2.00)  0.254
H (-0.34, 3.37, -2.31)  0.229
H (0.90, 3.27, -1.05)  0.282
H (-0.05, 0.81, 0.04)  0.420
H (-2.89, 2.41, 1.62)  0.255
H (-5.85, 2.72, 3.70)  0.200
H (-5.12, 2.88, 2.08)  0.181

---

This record from OMol25 describes 5 unconnected molecules or ions with the total composition C23H50ClN4O15S. The level of theory is wB97M-V/def2-TZVPD.

As for the spin multiplicity: 1. The calculation puts the total energy at -3112.12680 Ha. As for the total charge: +1. The HOMO energy is -11.91 eV. Its largest force on an atom is 0.9 eV Å⁻¹.

Last column: Mulliken charge in e.
CARTESIAN COORDINATES (ANGSTROEM)
C (5.41, 3.05, -1.40)  -1.302
C (4.59, 3.74, -2.49)  -0.187
C (3.33, 4.42, -1.95)  -0.901
N (2.18, 3.49, -1.94)  -0.185
N (1.64, 3.34, -3.21)  0.250
C (0.45, 2.92, -3.49)  -0.505
N (0.18, 2.67, -4.82)  -0.555
N (-0.45, 2.78, -2.44)  0.397
C (-1.51, 3.81, -2.48)  -0.964
C (-2.24, 3.96, -1.13)  -0.627
C (-3.77, 3.77, -1.22)  -1.049
C (-4.60, 4.92, -0.67)  -0.780
S (-4.78, 6.28, -1.80)  1.191
O (-5.32, 7.40, -1.11)  -0.610
O (-5.37, 5.78, -2.99)  -0.597
O (-3.26, 6.64, -2.19)  -0.489
C (-0.80, 1.36, -2.23)  -0.173
Cl (-2.45, 0.98, -2.79)  -0.122
C (-0.58, 0.90, -0.78)  -0.335
C (0.07, -0.48, -0.73)  -1.607
H (6.12, 3.76, -0.95)  0.342
H (4.78, 2.67, -0.60)  0.349
H (5.99, 2.22, -1.79)  0.361
H (5.19, 4.50, -2.98)  0.360
H (4.32, 3.00, -3.26)  0.235
H (3.48, 4.68, -0.90)  0.475
H (3.09, 5.33, -2.50)  0.400
H (1.44, 3.82, -1.33)  0.221
H (2.29, 3.51, -3.98)  0.406
H (-0.82, 2.61, -4.97)  0.328
H (0.58, 1.79, -5.15)  0.264
H (-2.23, 3.63, -3.28)  0.504
H (-1.01, 4.75, -2.72)  0.414
H (-2.03, 4.97, -0.76)  0.590
H (-1.82, 3.27, -0.40)  0.561
H (-4.05, 2.88, -0.66)  0.358
H (-4.07, 3.59, -2.25)  0.518
H (-5.64, 4.60, -0.53)  0.345
H (-4.25, 5.30, 0.29)  0.365
H (-2.91, 7.22, -1.49)  0.363
H (-0.14, 0.77, -2.87)  0.544
H (-1.53, 0.88, -0.25)  0.380
H (0.06, 1.64, -0.30)  0.304
H (-0.42, -1.15, -1.45)  0.345
H (1.12, -0.42, -1.03)  0.365
H (0.00, -0.93, 0.26)  0.458
C (4.34, -1.60, -0.70)  -0.745
O (3.37, -2.37, 0.00)  -0.261
C (3.83, -2.94, 1.12)  0.737
O (4.95, -2.83, 1.54)  -0.572
O (2.84, -3.63, 1.68)  -0.256
C (3.20, -4.31, 2.89)  -0.622
H (3.83, -1.20, -1.58)  0.201
H (4.72, -0.78, -0.08)  0.327
H (5.18, -2.22, -1.02)  0.373
H (3.53, -3.60, 3.64)  0.326
H (3.99, -5.04, 2.70)  0.305
H (2.30, -4.82, 3.21)  0.169
C (-0.42, -5.98, 0.13)  -0.546
O (-1.46, -6.70, 0.80)  -0.320
C (-1.08, -7.31, 1.92)  0.806
O (0.04, -7.28, 2.38)  -0.546
O (-2.12, -7.95, 2.43)  -0.325
C (-1.85, -8.66, 3.64)  -0.623
H (-0.88, -5.54, -0.75)  0.231
H (-0.02, -5.20, 0.77)  0.224
H (0.38, -6.65, -0.16)  0.290
H (-1.51, -7.98, 4.42)  0.297
H (-1.09, -9.43, 3.47)  0.296
H (-2.79, -9.12, 3.93)  0.217
C (-10.69, 3.70, 3.15)  -0.627
O (-10.03, 3.23, 1.97)  -0.321
C (-9.88, 4.16, 1.02)  0.798
O (-10.23, 5.31, 1.09)  -0.536
O (-9.27, 3.60, -0.03)  -0.324
C (-9.06, 4.49, -1.13)  -0.584
H (-10.73, 2.84, 3.82)  0.217
H (-10.12, 4.51, 3.61)  0.294
H (-11.69, 4.05, 2.92)  0.298
H (-8.43, 5.32, -0.82)  0.248
H (-10.00, 4.87, -1.51)  0.328
H (-8.56, 3.90, -1.89)  0.210
C (8.28, -8.43, 4.44)  -0.624
O (8.27, -7.75, 3.18)  -0.326
C (7.93, -6.46, 3.25)  0.803
O (7.64, -5.86, 4.26)  -0.548
O (7.96, -5.94, 2.03)  -0.327
C (7.62, -4.55, 1.97)  -0.410
H (8.57, -9.45, 4.21)  0.215
H (9.00, -7.97, 5.11)  0.293
H (7.29, -8.41, 4.89)  0.294
H (8.35, -3.96, 2.53)  0.312
H (6.62, -4.37, 2.35)  0.141
H (7.67, -4.28, 0.91)  0.191

---

This record from OMol25 describes a molecular structure, C8H13NO3 in a non-equilibrium geometry. The level of theory is wB97M-V/def2-TZVPD.

As for the spin multiplicity: 1. The calculation puts the total energy at -592.95668 Ha. The HOMO energy is -9.38 eV. As for the energy above the lowest of the compared OMol25 structures with the same formula, charge and spin: 110.3 kcal per mole. Its largest force on an atom is 4.8 eV Å⁻¹.

Last column: natural (NBO) charge in e.
CARTESIAN COORDINATES (ANGSTROEM)
C (-3.63, -0.61, -0.58)  -0.100
C (-2.57, -0.12, -0.27)  -0.100
C (1.10, 0.41, -0.39)  0.904
C (-4.67, -1.67, -0.55)  -0.684
C (4.33, -0.91, 0.26)  -0.625
C (-1.56, 1.67, 1.62)  -0.660
C (3.33, -0.32, -0.83)  -0.214
C (-1.16, 1.06, 0.29)  0.674
N (1.98, -0.65, -0.43)  -0.624
O (1.36, 1.47, -0.95)  -0.686
O (-1.04, 2.06, -0.61)  -0.741
O (-0.02, 0.15, 0.27)  -0.529
H (-4.91, -1.93, -1.61)  0.231
H (-4.35, -2.64, -0.07)  0.233
H (-5.60, -1.22, 0.09)  0.231
H (5.27, -0.29, 0.10)  0.225
H (3.99, -0.68, 1.36)  0.209
H (4.37, -1.95, 0.19)  0.205
H (-0.60, 2.01, 1.90)  0.221
H (-1.93, 0.89, 2.28)  0.226
H (-2.38, 2.43, 1.45)  0.255
H (3.52, 0.71, -0.94)  0.222
H (3.47, -0.67, -1.76)  0.188
H (1.93, -1.50, 0.15)  0.408
H (-0.21, 2.31, -0.97)  0.532

---

This record from OMol25 describes a molecular structure, C23H23N5O3SSeTa in a non-equilibrium geometry. The level of theory is wB97M-V/def2-TZVPD.

As for the spin multiplicity: 1. The calculation puts the total energy at -4246.31362 Ha. As for the total charge: +1. The HOMO energy is -10.78 eV. As for the energy above the lowest of the compared OMol25 structures with the same formula, charge and spin: 3.9 kcal per mole. Its largest force on an atom is 1.1 eV Å⁻¹.

Last column: natural (NBO) charge in e.
CARTESIAN COORDINATES (ANGSTROEM)
Ta (0.20, 0.15, -1.15)  2.064
C (3.43, 1.72, 1.56)  -0.694
C (2.17, 1.49, 0.80)  0.360
N (2.08, 0.75, -0.24)  -0.355
N (3.24, 0.16, -0.73)  -0.425
C (3.16, 0.06, -2.03)  0.335
N (4.16, -0.53, -2.70)  -0.757
S (1.81, 0.69, -2.96)  -0.093
C (0.91, 2.16, 1.16)  0.162
C (0.74, 2.93, 2.29)  -0.201
C (-0.47, 3.59, 2.47)  -0.115
C (-1.44, 3.48, 1.50)  -0.227
C (-1.20, 2.67, 0.40)  0.105
N (-0.06, 2.01, 0.24)  -0.489
H (4.29, 1.47, 0.95)  0.274
H (3.49, 2.76, 1.89)  0.241
H (3.43, 1.08, 2.44)  0.265
H (4.97, -0.85, -2.20)  0.419
H (4.16, -0.56, -3.70)  0.421
H (1.54, 3.01, 3.02)  0.244
H (-0.63, 4.19, 3.36)  0.242
H (-2.39, 4.00, 1.58)  0.246
H (-1.94, 2.55, -0.38)  0.232
C (-3.78, -0.30, -2.63)  -0.625
C (-2.37, -0.35, -3.19)  0.151
C (-2.30, -0.99, -4.56)  -0.630
O (-1.47, -1.03, -2.27)  -0.717
C (-1.76, 1.06, -3.21)  0.791
O (-1.84, 1.86, -4.07)  -0.491
O (-1.07, 1.29, -2.05)  -0.802
H (-4.15, -1.31, -2.46)  0.228
H (-4.44, 0.19, -3.35)  0.250
H (-3.83, 0.25, -1.69)  0.218
H (-2.80, -1.96, -4.55)  0.224
H (-1.26, -1.13, -4.87)  0.237
H (-2.79, -0.34, -5.29)  0.254
H (-1.76, -1.94, -2.09)  0.532
C (1.44, -2.39, 4.08)  -0.207
C (2.16, -2.13, 2.89)  -0.185
C (1.54, -1.57, 1.81)  -0.229
C (0.16, -1.24, 1.84)  0.015
C (-0.52, -0.63, 0.73)  -0.392
C (-1.88, -0.45, 0.83)  -0.239
C (-2.62, -0.82, 1.98)  -0.234
C (-1.97, -1.33, 3.06)  -0.139
C (-0.57, -1.56, 3.01)  -0.102
C (0.10, -2.12, 4.13)  -0.165
H (1.94, -2.82, 4.93)  0.226
H (3.21, -2.39, 2.84)  0.222
H (2.11, -1.43, 0.90)  0.217
H (-2.44, 0.01, 0.02)  0.207
H (-3.69, -0.67, 2.00)  0.223
H (-2.51, -1.59, 3.96)  0.222
H (-0.47, -2.34, 5.02)  0.219
Se (1.83, -4.31, -2.25)  0.070
C (1.27, -2.78, -1.72)  0.211
N (0.88, -1.71, -1.35)  -0.814